23
Properties=species:S:1:pos:R:3:lowdin_charge:R:1 method="wB97M-V/def2-TZVPD" smiles=CNCCCS.O.O orbital_gap_ha=0.3434 de_lowest_ev=2.103
C 1.861 -0.254 0.106 -0.274
C 1.626 -0.365 -1.428 -0.573
S 0.221 -1.404 -1.943 0.699
C 0.707 0.186 1.053 -0.288
N 0.574 1.635 1.173 -0.111
C -0.163 2.291 0.072 -0.138
H 2.266 -1.307 0.373 0.120
H 2.776 0.398 0.357 0.124
H 2.605 -0.778 -1.845 0.084
H 1.422 0.702 -1.786 0.073
H -0.434 -1.930 -0.893 -0.156
H -0.231 -0.345 0.756 0.056
H 1.079 -0.293 1.994 0.120
H 1.443 2.115 1.400 0.100
H -1.113 2.758 0.488 0.082
H -0.520 1.524 -0.734 0.083
H 0.399 3.005 -0.489 0.055
H -2.253 0.029 3.200 -0.016
H -1.427 -0.305 2.080 0.024
O -2.088 -0.719 2.716 -0.038
H -2.246 -0.865 0.032 0.061
H -2.550 0.721 0.034 0.033
O -2.031 0.024 -0.329 -0.120

=====

23
Properties=species:S:1:pos:R:3:lowdin_charge:R:1 method="wB97M-V/def2-TZVPD" orbital_gap_ha=0.1550 de_lowest_ev=8.272
C -0.047 1.598 1.757 -0.038
C 1.201 0.695 1.472 -0.186
N 0.850 -0.628 0.989 0.099
C 0.427 -0.633 -0.367 -0.247
C 0.155 -2.029 -0.889 -0.058
H -0.402 2.065 0.844 0.048
H 0.105 2.329 2.546 0.081
H 1.735 0.604 2.421 0.119
H 0.001 -1.034 1.552 0.061
H 1.297 -0.251 -0.944 0.167
H -0.406 0.121 -0.529 0.165
H 0.954 -2.664 -0.504 0.084
H 0.206 -2.001 -1.971 0.064
H -0.812 -2.398 -0.552 0.078
H -1.781 -1.893 2.409 0.017
H -0.769 0.873 2.132 0.059
O -1.374 -1.312 1.735 -0.188
H -0.153 0.741 -3.640 -0.005
H -0.498 1.059 -2.078 -0.078
O -0.159 0.134 -2.883 -0.245
H 1.904 1.127 0.755 0.128
H -1.033 2.654 -1.352 0.022
O -0.561 1.834 -1.306 -0.147